72
Properties=species:S:1:pos:R:3:forces:R:3 method="wB97M-V/def2-TZVPD" charge=+1 multiplicity=3 homo_energy_ev="-10.024 / -9.880" e_above_lowest_ev=0.0000 homo_lumo_gap_ha="0.2544 / 0.2291" energy_ha=-3525.83522 max_force_ev_per_a=0.5
Pd 1.212 -2.256 1.924 -0.1 -0.3 0.2
Cl 0.956 -2.504 4.461 -0.1 -0.1 0.0
C -0.101 -3.920 4.629 0.2 0.3 0.0
C -0.370 -4.297 5.931 -0.1 -0.1 0.0
C -1.183 -5.396 6.146 0.0 0.0 0.0
C -1.705 -6.081 5.060 0.0 0.0 0.0
C -1.413 -5.668 3.774 -0.1 -0.1 0.0
Cl -2.097 -6.566 2.458 0.0 0.0 0.0
C -0.590 -4.565 3.496 0.0 0.0 0.0
S -0.274 -4.129 1.830 -0.1 0.0 0.1
H 0.054 -3.740 6.754 0.0 0.0 0.0
H -1.410 -5.717 7.153 0.0 0.0 0.0
H -2.342 -6.942 5.201 0.0 0.0 0.0
C -4.922 6.261 -6.969 0.0 0.0 0.0
O -4.149 5.115 -7.298 0.0 0.0 0.0
C -3.613 4.402 -6.286 0.0 0.1 -0.1
C -3.757 4.718 -4.938 0.0 0.0 0.1
C -3.162 3.912 -3.979 -0.1 0.1 0.0
C -2.425 2.793 -4.342 0.1 -0.1 0.1
C -2.289 2.489 -5.698 0.0 0.0 -0.1
C -2.872 3.279 -6.664 0.0 0.0 0.1
C -1.819 1.967 -3.294 -0.1 0.0 -0.2
N -1.877 2.207 -2.003 0.1 -0.1 0.0
C -1.182 1.184 -1.418 -0.1 0.1 0.1
C -0.702 0.307 -2.359 0.1 -0.1 -0.2
N -1.113 0.822 -3.565 0.0 0.0 0.2
C 0.051 -0.863 -2.034 0.0 0.1 0.0
C 0.550 -1.804 -2.949 0.0 0.0 0.0
C 1.253 -2.889 -2.491 0.0 0.0 0.0
C 1.479 -3.019 -1.117 0.0 0.0 0.0
N 1.030 -2.134 -0.250 0.0 0.1 -0.2
C 0.302 -1.080 -0.670 0.0 0.1 0.1
C -0.236 -0.182 0.345 0.1 -0.1 0.0
N -0.027 -0.502 1.643 -0.1 0.1 0.0
C -0.516 0.275 2.590 0.0 0.0 0.0
C -1.243 1.436 2.306 0.0 0.0 0.0
C -1.472 1.776 0.997 0.0 0.0 0.0
C -0.967 0.952 -0.019 0.0 0.0 -0.1
H -5.256 6.678 -7.914 0.0 0.0 0.0
H -4.318 7.001 -6.439 0.0 0.0 0.0
H -5.789 5.987 -6.365 0.0 0.0 0.0
H -4.325 5.580 -4.624 0.0 0.0 0.0
H -3.274 4.154 -2.931 0.0 0.0 0.0
H -1.722 1.628 -6.033 0.0 0.0 0.0
H -2.771 3.050 -7.715 0.0 0.0 0.0
H -0.949 0.439 -4.479 0.0 0.0 0.0
H 0.374 -1.682 -4.010 0.0 0.0 0.0
H 1.635 -3.637 -3.170 0.0 0.0 0.0
H 2.032 -3.856 -0.706 0.0 0.0 0.0
H -0.332 -0.036 3.611 0.0 0.0 0.0
H -1.628 2.038 3.117 0.0 0.0 0.0
H -2.040 2.655 0.723 0.0 0.0 0.0
C 2.219 2.869 3.565 0.0 0.0 0.0
C 2.715 1.579 2.977 0.0 0.0 0.0
C 3.038 0.494 3.788 0.0 -0.1 0.1
C 3.475 -0.704 3.244 -0.1 0.0 -0.1
C 3.579 -0.821 1.860 0.1 0.2 0.0
C 3.275 0.259 1.032 -0.1 -0.1 0.0
C 2.848 1.447 1.595 0.0 0.0 0.0
S 4.043 -2.361 1.104 -0.1 -0.5 -0.1
C 5.742 -2.493 1.623 0.1 0.1 0.2
O 3.285 -3.436 1.879 0.1 0.5 -0.2
H 2.247 2.850 4.653 0.0 0.0 0.0
H 1.190 3.065 3.256 0.0 0.0 0.0
H 2.825 3.707 3.220 0.0 0.0 0.0
H 2.949 0.590 4.864 0.0 0.0 0.0
H 3.707 -1.553 3.878 0.0 0.0 0.0
H 3.349 0.150 -0.044 0.0 0.0 0.0
H 2.600 2.285 0.953 0.0 0.0 0.0
H 5.794 -2.508 2.710 0.0 0.0 0.0
H 6.283 -1.638 1.217 0.0 0.0 0.0
H 6.137 -3.418 1.207 0.0 0.0 0.0

20
Properties=species:S:1:pos:R:3:forces:R:3 method="wB97M-V/def2-TZVPD" charge=+2 homo_energy_ev=-18.553 e_above_lowest_ev=1.5106 homo_lumo_gap_ha=0.3069 energy_ha=-452.94802 max_force_ev_per_a=4.9
C 2.083 -1.604 -0.007 0.7 2.0 -1.2
C 1.928 0.757 -0.068 -3.0 -0.7 0.5
C 0.281 0.577 -0.061 4.3 2.2 -0.3
C 0.604 -1.801 0.095 -0.1 -3.9 0.6
C -1.606 -0.582 -0.077 0.1 -0.5 1.8
C -1.989 0.852 0.038 1.6 2.1 -0.3
N 2.616 -0.401 -0.113 -0.1 -0.5 0.2
N -0.148 -0.641 0.023 -0.7 2.5 1.3
N -0.615 1.526 -0.079 -0.7 -0.6 -0.7
N 2.566 1.899 0.045 1.4 -2.3 1.8
H 2.874 -2.355 -0.237 -1.3 -0.2 0.7
H 0.248 -2.335 -0.807 0.8 -0.6 0.0
H 0.218 -2.576 0.919 1.1 1.8 -1.2
H -2.100 -1.220 0.601 -0.3 -0.5 1.6
H -1.798 -1.076 -0.937 -1.1 -0.8 -3.5
H -2.561 1.200 -0.814 -0.5 0.0 0.3
H -2.263 1.263 1.004 -1.1 -0.7 0.0
H -0.556 2.497 -0.388 0.5 -0.5 0.2
H 2.142 2.736 0.426 -0.3 0.3 -0.4
H 3.565 1.698 0.414 -1.5 0.8 -1.3